76
Properties=species:S:1:pos:R:3 method="wB97M-V/def2-TZVPD" mol_weight_g_mol=704.1 homo_energy_ev="-8.21 / -8.21" de_lowest_kcal_mol=75.2 total_energy_ev=-84159.656
C -2.68389 3.66449 -2.21436
H -2.70219 -0.94831 0.07384
C 2.06491 2.37609 3.14154
H 0.94651 -3.88051 -4.42796
P 1.78861 -2.42471 -1.94496
H 1.46031 -5.41211 -2.58936
H -3.54279 0.18059 2.77504
O 3.03001 -3.30391 -2.52996
O -1.17059 -2.58241 -0.33626
H 3.04791 0.18519 -1.88886
H -1.06089 0.39799 1.50874
O 2.04421 -2.18961 -0.49216
H 2.69081 1.32159 1.39284
C 3.57631 3.97599 -2.21386
O -1.36149 -1.57571 -2.66966
H -3.12899 -1.50451 2.45914
H -1.99449 -2.80181 4.64024
H 3.73171 5.04279 -2.30066
C 3.19431 1.25089 -1.97626
H -0.31339 -5.57211 -2.42796
N 0.31041 -3.28881 -3.88916
H -4.02659 3.05429 -3.76676
C -2.93469 -0.47361 2.14894
H -2.28269 -1.30361 -2.68206
O -1.37289 -2.85931 2.49814
H 3.55921 -3.62171 -1.79916
C -1.56369 3.33489 -1.46866
C 1.05531 3.10779 3.74604
H 5.44561 3.48529 -3.14056
H -1.18859 -0.47821 5.04344
H 1.03201 -0.62911 3.83284
C 4.34571 1.73699 -2.57176
P -1.26499 -2.97971 -1.77336
C 0.74381 2.16759 1.12994
Si 0.60081 1.46699 -0.66216
H 0.67011 -2.26641 -3.89356
C -1.26109 1.37849 -2.80436
C -3.12309 2.82449 -3.22196
Pd 0.14651 -0.83151 -0.59566
H 5.09341 1.05079 -2.94526
H 0.65951 -5.11651 -1.03076
C 0.38611 -3.54971 -2.42916
H -4.37209 -0.60731 0.53584
H 1.01061 -2.38611 4.11044
C 4.54241 3.10249 -2.68596
O -2.29029 -3.90671 -2.27846
C 2.21311 2.11299 -1.50156
H -0.91839 3.90709 3.53124
H 1.66871 4.17259 -1.27096
C -2.39109 1.69109 -3.53666
H 0.10741 -1.09691 6.05144
H 1.18411 3.48369 4.75124
C -1.35749 -2.56451 5.48594
C -0.85559 2.16689 -1.72656
C 1.90491 1.90239 1.85324
H -0.71569 -3.41981 5.67864
H -1.23419 4.00369 -0.68786
C -0.51979 -1.32881 5.18384
H -2.71179 1.05079 -4.34646
C 0.56561 -5.00861 -2.11106
S -0.44019 -1.75101 2.31034
C -0.12119 3.34949 3.05704
C -3.33689 -0.31131 0.68924
C -0.27129 2.87689 1.76534
C 2.42061 3.48539 -1.63246
H 2.97551 2.17159 3.68574
H -1.19489 3.06259 1.24214
C -1.46139 -0.17881 2.34534
O 1.54761 -1.28481 -2.89906
H -1.25749 0.35919 3.26464
H -1.97479 -2.38551 6.36404
C 0.39131 -1.49991 3.97634
H -0.65789 -3.39061 -4.21156
H -3.21169 0.72259 0.36654
H -0.65749 0.51589 -3.06206
H -3.22709 4.57419 -2.00226